Version one
Formula: C6H4O
Source: the Open Molecules 2025 dataset
Level of theory: ωB97M-V with the def2-TZVPD basis set

XYZ file:
```
11
C6H4O ωB97M-V with the def2-TZVPD basis set
C -1.01 -0.35 0.24
H 1.98 -0.87 1.17
C 0.88 -0.92 -0.80
H -0.35 2.77 0.87
C 1.10 -0.82 0.54
H 1.64 -1.02 -1.56
C -0.50 -0.67 -0.99
C -1.11 2.03 0.79
O -0.03 -0.54 1.20
C -1.57 0.95 0.48
H -1.03 -0.56 -1.93
```

Computed properties:
- LUMO energy (eV) = 0.86
- 2S+1 = 1
- HOMO energy (eV) = -8.40
- net charge = 0
- SMILES string = C#Cc1ccco1

These are the Löwdin partial charges, in e, on atoms 1 to 5: -0.3024 0.1265 -0.0520 0.0455 -0.1100



Version two
Formula: C6H4O
Source: the Open Molecules 2025 dataset
Level of theory: ωB97M-V with the def2-TZVPD basis set

XYZ file:
```
11
C6H4O ωB97M-V with the def2-TZVPD basis set
O 2.94 -0.69 0.03
H 2.73 -1.47 0.60
C -1.54 0.85 -0.02
C -0.33 1.45 0.00
C -1.27 -1.76 -0.09
C 1.97 0.12 -0.16
H -1.11 -2.77 -0.28
C 0.93 0.73 0.00
H -2.31 1.55 -0.05
C -1.57 -0.59 0.06
H -0.43 2.57 -0.10
```

Computed properties:
- LUMO energy (eV) = 0.23
- 2S+1 = 1
- HOMO energy (eV) = -8.47
- net charge = 0
- SMILES string = C#C/C=C\C#CO

These are the Löwdin partial charges, in e, on atoms 1 to 5: 0.0736 0.1561 -0.1288 -0.1215 0.1227



Version three
Formula: C6H4O
Source: the Open Molecules 2025 dataset
Level of theory: ωB97M-V with the def2-TZVPD basis set

XYZ file:
```
11
C6H4O ωB97M-V with the def2-TZVPD basis set
C 1.66 0.33 0.15
O -2.19 -1.64 -0.08
C 0.80 1.51 0.08
C -1.00 -1.79 -0.11
H -0.53 -2.78 -0.24
C 1.43 -0.92 0.15
H -1.44 1.02 -0.13
C -0.44 0.65 -0.01
H 0.83 2.15 0.97
H 0.94 2.13 -0.81
C -0.07 -0.67 0.01
```

Computed properties:
- LUMO energy (spin up / spin down) (eV) = -0.80 / -0.80
- 2S+1 = 1
- HOMO energy (spin up / spin down) (eV) = -9.48 / -9.48
- net charge = 0

These are the Löwdin partial charges, in e, on atoms 1 to 5: 0.0332 0.0658 -0.1359 -0.2402 0.1223



Version four
Formula: C6H4O
Source: the Open Molecules 2025 dataset
Level of theory: ωB97M-V with the def2-TZVPD basis set

XYZ file:
```
11
C6H4O ωB97M-V with the def2-TZVPD basis set
C 2.92 -0.93 0.54
O 0.83 1.57 1.77
C -2.21 -0.21 -0.75
C 2.03 -0.13 0.68
C -0.94 0.45 -0.56
H -2.90 -0.03 0.08
C 0.15 0.95 -0.39
H -2.59 0.27 -1.65
H 3.75 -1.61 0.44
H -2.06 -1.28 -0.91
C 1.04 0.95 0.75
```

Computed properties:
- LUMO energy (eV) = 0.20
- 2S+1 = 1
- HOMO energy (eV) = -10.15
- net charge = 0
- SMILES string = C#CC(=O)C#CC

These are the Löwdin partial charges, in e, on atoms 1 to 5: 0.1471 0.1046 -0.0689 -0.0344 -0.0448



The structure with the most favorable energy is version one; the runner-up is 2.0 kcal/mol above it.



Version one
Formula: C3H12N2O
Source: the Open Molecules 2025 dataset
Level of theory: ωB97M-V with the def2-TZVPD basis set

XYZ file:
```
18
C3H12N2O ωB97M-V with the def2-TZVPD basis set
C 0.92 0.86 0.80
H 0.71 -2.45 0.19
H -1.21 -0.89 0.54
O 0.29 -1.58 0.13
H -1.64 0.43 -1.40
H 1.19 1.26 1.78
H -0.35 0.64 0.87
C -2.36 0.48 -0.57
H 1.77 0.06 -1.54
N 1.53 -0.34 0.54
C 2.31 -0.37 -0.69
H 0.91 1.61 -0.01
H -2.70 1.51 -0.47
H -3.21 -0.16 -0.84
N -1.68 0.05 0.65
H -2.29 0.06 1.46
H 2.58 -1.40 -0.92
H 3.21 0.22 -0.52
```

Computed properties:
- LUMO energy (eV) = 0.91
- 2S+1 = 1
- HOMO energy (eV) = -8.20
- net charge = 0

These are the Löwdin partial charges, in e, on atoms 1 to 5: -0.1987 0.0396 0.0544 -0.2017 0.0752



Version two
Formula: C3H12N2O
Source: the Open Molecules 2025 dataset
Level of theory: ωB97M-V with the def2-TZVPD basis set

XYZ file:
```
18
C3H12N2O ωB97M-V with the def2-TZVPD basis set
H 5.15 0.58 -1.01
H -0.82 0.01 0.74
H 1.23 1.29 1.09
H 3.38 1.92 0.92
C 0.00 0.00 0.00
H 2.69 -0.43 -0.79
H -0.28 0.66 -0.84
H 2.06 1.18 -1.24
H 0.12 -1.03 -0.38
C 3.67 1.04 0.32
H 4.52 2.07 -1.26
N 1.30 0.43 0.53
C 2.39 0.56 -0.39
H 6.60 2.14 0.33
N 4.78 1.41 -0.53
O 7.45 2.62 0.47
H 7.31 3.14 1.29
H 3.83 0.20 1.01
```

Computed properties:
- LUMO energy (eV) = 0.94
- 2S+1 = 1
- HOMO energy (eV) = -8.86
- net charge = 0
- SMILES string = CNCCN.O

These are the Löwdin partial charges, in e, on atoms 1 to 5: 0.0892 0.0779 0.1074 0.1106 -0.1290



Version three
Formula: C3H12N2O
Source: the Open Molecules 2025 dataset
Level of theory: ωB97M-V with the def2-TZVPD basis set

XYZ file:
```
18
C3H12N2O ωB97M-V with the def2-TZVPD basis set
H 1.23 0.16 2.51
H -2.37 1.45 1.23
C -0.16 -1.29 -1.76
N -2.11 0.47 1.26
H -0.94 -1.39 -2.54
C 2.14 1.47 1.16
H 1.05 0.19 -1.13
H 0.09 1.06 1.32
H -0.21 0.74 -1.95
H 1.89 2.44 0.72
O -0.75 -1.56 -0.51
N 0.48 -0.01 -1.95
C 1.09 0.85 1.68
H -2.94 -0.08 1.36
H 3.14 1.06 1.23
H -1.58 0.20 2.07
H 0.57 -2.05 -2.06
H -1.14 -0.72 -0.20
```

Computed properties:
- LUMO energy (eV) = 0.78
- 2S+1 = 1
- HOMO energy (eV) = -9.43
- net charge = 0
- SMILES string = C=C.NCO.N

These are the Löwdin partial charges, in e, on atoms 1 to 5: 0.0578 0.0330 -0.3752 0.0269 0.1071



Version four
Formula: C3H12N2O
Source: the Open Molecules 2025 dataset
Level of theory: ωB97M-V with the def2-TZVPD basis set

XYZ file:
```
18
C3H12N2O ωB97M-V with the def2-TZVPD basis set
H 1.89 -2.70 -0.06
C -2.00 0.38 -0.89
H -1.12 1.56 0.70
H 2.09 1.35 1.03
H 2.22 -0.23 0.29
H -3.05 0.66 -0.71
N 1.89 0.76 0.23
H -0.24 -0.49 0.48
C -1.14 0.52 0.36
N 0.38 -1.74 0.75
H -1.98 -0.66 -1.25
H -1.65 1.01 -1.71
O 1.86 -1.91 0.50
H 0.61 2.03 -0.80
H 0.36 -1.81 1.77
H 0.66 0.25 -1.32
H -1.64 0.04 1.21
C 0.87 1.00 -0.57
```

Computed properties:
- LUMO energy (eV) = 0.65
- 2S+1 = 1
- HOMO energy (eV) = -7.22
- net charge = 0

These are the Löwdin partial charges, in e, on atoms 1 to 5: 0.0632 -0.1796 0.0601 0.1178 0.0689



The structure with the most favorable energy is version two; the runner-up is 23.7 kcal/mol above it.



Version one
Formula: C3H12N2O
Source: the Open Molecules 2025 dataset
Level of theory: ωB97M-V with the def2-TZVPD basis set

XYZ file:
```
18
C3H12N2O ωB97M-V with the def2-TZVPD basis set
H -1.90 0.04 1.26
H -1.30 2.35 0.82
H 2.41 -0.04 -1.64
H 0.86 -2.08 -0.58
H 1.18 0.41 1.67
C -1.46 0.35 0.30
H -2.07 -0.11 -0.48
N 0.68 -0.44 1.44
H 0.04 -0.57 2.21
O 3.10 0.21 -1.02
N -1.44 1.77 0.00
H 0.45 0.48 -0.44
C -0.05 -0.28 0.17
H 3.19 1.16 -1.03
H -0.84 -2.29 -0.15
H -0.40 -1.40 -1.62
H -2.35 2.05 -0.34
C -0.11 -1.61 -0.58
```

Computed properties:
- LUMO energy (eV) = 0.95
- 2S+1 = 1
- HOMO energy (eV) = -9.01
- net charge = 0
- SMILES string = C[C@H](N)CN.O

These are the Löwdin partial charges, in e, on atoms 1 to 5: 0.1073 0.0656 0.0256 0.0678 0.0655



Version two
Formula: C3H12N2O
Source: the Open Molecules 2025 dataset
Level of theory: ωB97M-V with the def2-TZVPD basis set

XYZ file:
```
18
C3H12N2O ωB97M-V with the def2-TZVPD basis set
C -1.60 0.16 0.17
H 1.24 -1.02 1.09
H 2.88 -0.39 1.42
H 2.17 1.44 -0.38
H -1.07 -0.57 0.78
H 1.48 0.66 1.64
C 1.89 -0.14 1.04
N -1.62 -0.42 -1.16
C 2.04 0.36 -0.41
H -3.16 -0.38 1.38
N -2.87 0.41 0.84
H -1.88 -1.39 -1.13
H 3.01 -0.35 -1.94
H -3.64 0.68 0.24
H -1.01 1.07 0.15
H -2.21 0.08 -1.80
O 3.19 -0.23 -1.00
H 1.14 0.06 -0.93
```

Computed properties:
- LUMO energy (eV) = 0.92
- 2S+1 = 1
- HOMO energy (eV) = -9.14
- net charge = 0
- SMILES string = CCO.NCN

These are the Löwdin partial charges, in e, on atoms 1 to 5: -0.3828 0.0584 0.0711 0.1025 0.0943



Version three
Formula: C3H12N2O
Source: the Open Molecules 2025 dataset
Level of theory: ωB97M-V with the def2-TZVPD basis set

XYZ file:
```
18
C3H12N2O ωB97M-V with the def2-TZVPD basis set
O 2.20 1.02 0.08
H 1.81 -1.68 -1.12
H -1.79 1.69 0.52
H -3.09 -0.03 -0.77
H 2.79 1.13 -0.67
H 3.28 -0.87 0.44
H -3.28 -0.27 0.97
H 1.88 -0.46 1.51
C -1.41 0.66 0.42
N -0.40 0.57 -0.64
H 0.41 -0.61 -0.58
H -0.91 0.40 1.35
C -2.56 -0.30 0.15
H -0.78 0.86 -1.54
N 1.36 -1.36 -0.26
C 2.22 -0.59 0.49
H -2.19 -1.32 0.06
H 0.46 1.14 -0.41
```

Computed properties:
- LUMO energy (eV) = 1.02
- 2S+1 = 1
- HOMO energy (eV) = -8.62
- net charge = 0
- SMILES string = CCN.NCO

These are the Löwdin partial charges, in e, on atoms 1 to 5: -0.2096 0.0479 0.1067 0.0682 0.0378



The structure with the most favorable energy is version one; the runner-up is 6.6 kcal/mol above it.